1.
Computed, not measured: a structure of composition F12N6NaO24S12 in a non-equilibrium geometry, with ωB97M-V with the def2-TZVPD basis set.

Atoms and positions in Å:
1 Na -0.599 -0.257 0.247
2 N -1.418 -1.843 1.575
3 S -1.813 -2.645 2.769
4 O -0.864 -3.678 3.212
5 O -3.268 -2.718 2.932
6 F -1.420 -1.397 3.697
7 S -1.609 -3.163 0.594
8 O -2.930 -3.492 0.111
9 O -0.590 -4.193 0.743
10 F -0.978 -2.395 -0.757
11 N -5.356 0.025 -0.708
12 S -6.841 0.575 -0.240
13 O -6.904 1.956 0.218
14 O -7.676 -0.411 0.419
15 F -7.309 0.677 -1.858
16 S -4.763 0.243 0.730
17 O -5.164 -0.767 1.724
18 O -4.423 1.575 1.246
19 F -3.317 -0.270 0.216
20 N -1.328 3.318 -2.662
21 S -2.513 2.515 -1.821
22 O -3.702 3.157 -1.257
23 O -1.891 1.417 -1.102
24 F -3.209 1.807 -3.094
25 S -1.628 4.728 -2.299
26 O -1.451 5.139 -0.912
27 O -2.600 5.395 -3.109
28 F -0.242 5.350 -2.873
29 N 3.841 -1.800 -2.442
30 S 2.156 -2.112 -2.603
31 O 1.317 -1.531 -1.533
32 O 1.789 -3.254 -3.451
33 F 2.019 -1.040 -3.761
34 S 4.030 -2.966 -1.545
35 O 4.137 -4.240 -2.333
36 O 3.382 -3.072 -0.251
37 F 5.535 -2.683 -1.180
38 N 3.699 -0.891 3.290
39 S 2.338 -1.677 2.661
40 O 2.218 -3.123 2.730
41 O 1.733 -0.956 1.530
42 F 1.282 -1.329 3.855
43 S 4.519 -1.494 2.217
44 O 4.642 -0.725 0.964
45 O 4.919 -2.883 2.255
46 F 5.914 -0.845 2.849
47 N 3.496 2.501 -0.805
48 S 1.993 2.593 -0.811
49 O 1.508 3.936 -1.109
50 O 1.178 1.744 0.026
51 F 1.777 1.904 -2.256
52 S 3.818 3.252 0.698
53 O 3.639 2.391 1.837
54 O 3.460 4.634 0.757
55 F 5.467 3.018 0.667

Output
HOMO level in Eh: 0.0548
Energy relative to the best compared isomer or geometry (same formula, charge and spin) in kcal per mole: 159.9
Electronic energy in Eh: -8272.79659
Net charge: -5


2.
Computed, not measured: a structure of composition F2 in a non-equilibrium geometry, with ωB97M-V with the def2-TZVPD basis set.

Atoms and positions in Å:
1 F 0.554 -0.318 0.360
2 F -0.554 0.318 -0.360

Output
HOMO level in Eh: -0.5390
Energy relative to the best compared isomer or geometry (same formula, charge and spin) in kcal per mole: 3.0
Electronic energy in Eh: -199.54770


3.
Computed, not measured: a structure of composition F24InP4 in a non-equilibrium geometry, with ωB97M-V with the def2-TZVPD basis set.

Atoms and positions in Å:
1 In -0.710 1.928 -0.443
2 P -0.010 -3.896 -2.256
3 F 0.328 -4.361 -3.754
4 F -1.148 -5.039 -2.076
5 F 1.218 -4.906 -1.713
6 F -0.258 -3.137 -0.780
7 F 1.188 -2.773 -2.432
8 F -1.062 -2.743 -2.733
9 P 4.626 3.367 -3.172
10 F 6.148 3.601 -2.603
11 F 4.022 3.933 -1.775
12 F 4.667 4.892 -3.718
13 F 3.078 3.263 -3.585
14 F 5.250 2.806 -4.660
15 F 4.656 1.857 -2.570
16 P 2.103 0.622 4.795
17 F 0.475 0.669 4.636
18 F 1.903 1.430 6.209
19 F 1.953 -0.789 5.594
20 F 3.789 0.796 4.933
21 F 2.289 -0.146 3.379
22 F 2.096 1.977 3.884
23 P -6.666 -0.488 0.706
24 F -7.350 -1.348 1.874
25 F -5.867 0.534 1.725
26 F -5.536 -1.576 0.842
27 F -5.760 0.299 -0.472
28 F -7.449 -1.246 -0.536
29 F -7.975 0.475 0.700

Output
HOMO level in Eh: -0.3767
Energy relative to the best compared isomer or geometry (same formula, charge and spin) in kcal per mole: 220.4
Electronic energy in Eh: -3952.75881
Net charge: -1


4.
Computed, not measured: a structure of composition F24KP4 in a non-equilibrium geometry, with ωB97M-V with the def2-TZVPD basis set.

Atoms and positions in Å:
1 K -0.290 0.935 -0.449
2 P 3.056 0.044 1.093
3 F 1.518 -0.432 1.016
4 F 3.413 -0.823 -0.242
5 F 2.727 1.300 0.111
6 F 4.640 0.496 1.176
7 F 2.750 0.962 2.364
8 F 3.404 -1.254 1.998
9 P -1.552 -2.592 -0.267
10 F -2.261 -1.173 0.102
11 F -0.558 -1.818 -1.300
12 F -0.484 -2.419 0.901
13 F -0.899 -4.010 -0.753
14 F -2.516 -3.390 0.766
15 F -2.671 -2.765 -1.447
16 P -1.948 1.410 3.619
17 F -0.986 1.125 2.339
18 F -1.234 0.231 4.446
19 F -0.868 2.480 4.215
20 F -2.922 1.722 4.897
21 F -2.648 2.636 2.800
22 F -3.050 0.402 3.043
23 P 0.485 0.973 -4.335
24 F -0.857 0.409 -3.642
25 F -0.281 1.100 -5.779
26 F 0.002 2.501 -3.999
27 F 1.836 1.567 -5.027
28 F 1.257 0.900 -2.914
29 F 0.937 -0.516 -4.732

Output
HOMO level in Eh: -0.1602
Energy relative to the best compared isomer or geometry (same formula, charge and spin) in kcal per mole: 0.0
Electronic energy in Eh: -4363.23720
Net charge: -3


5.
Computed, not measured: a structure of composition F2H14O7Pb in a non-equilibrium geometry, with ωB97M-V with the def2-TZVPD basis set.

Atoms and positions in Å:
1 Pb 36.330 -8.342 -23.033
2 F 35.253 -9.675 -21.026
3 F 34.337 -9.828 -24.432
4 O 33.735 -7.704 -22.398
5 H 33.099 -7.003 -22.255
6 H 33.821 -8.128 -21.545
7 O 38.927 -8.643 -23.149
8 H 39.213 -9.492 -22.812
9 H 39.672 -8.323 -23.657
10 O 37.082 -11.042 -22.875
11 H 36.507 -11.265 -23.606
12 H 37.337 -11.886 -22.503
13 O 35.156 -6.697 -24.574
14 H 35.130 -5.746 -24.472
15 H 34.337 -6.913 -25.019
16 O 37.653 -6.022 -23.422
17 H 38.392 -5.646 -22.943
18 H 36.993 -5.329 -23.428
19 O 37.101 -8.947 -25.370
20 H 36.753 -9.502 -26.068
21 H 37.853 -8.507 -25.765
22 O 37.023 -7.015 -20.763
23 H 37.426 -7.285 -19.938
24 H 36.522 -6.231 -20.539

Output
HOMO level in Eh: -0.2859
Energy relative to the best compared isomer or geometry (same formula, charge and spin) in kcal per mole: 7.2
Electronic energy in Eh: -927.61327


6.
Computed, not measured: a cluster of 2 separate species, F2H2N2O2S in total in a non-equilibrium geometry, with ωB97M-V with the def2-TZVPD basis set.

Atoms and positions in Å:
1 N 2.295 1.277 0.326
2 N -1.762 -1.605 -0.305
3 O -0.833 0.500 1.139
4 O -1.030 0.735 -1.357
5 F -1.465 -2.345 -1.416
6 F -1.276 -2.354 0.708
7 S -0.555 0.035 -0.196
8 H 2.240 1.535 1.318
9 H 2.387 2.223 -0.218

Output
HOMO level (alpha / beta) in Eh: -0.3916 / -0.4139
Energy relative to the best compared isomer or geometry (same formula, charge and spin) in kcal per mole: 73.4
Electronic energy in Eh: -858.83226


7.
Computed, not measured: a cluster of 2 separate species, F2H2N2O2S in total in a non-equilibrium geometry, with ωB97M-V with the def2-TZVPD basis set.

Atoms and positions in Å:
1 N 1.898 -0.050 -1.853
2 N -0.895 0.478 2.234
3 O -1.819 -1.601 0.893
4 O -2.509 0.723 0.276
5 F 1.261 0.722 -0.848
6 F -0.158 -0.527 2.830
7 S -1.796 -0.197 1.147
8 H 1.189 0.122 -2.574
9 H 2.829 0.331 -2.106

Output
HOMO level in Eh: -0.3903
Energy relative to the best compared isomer or geometry (same formula, charge and spin) in kcal per mole: 48.1
Electronic energy in Eh: -858.87255
Structure (SMILES): O=S(=O)=NF.NF


8.
Computed, not measured: a cluster of 2 separate species, F2H2O2Si in total in a non-equilibrium geometry, with ωB97M-V with the def2-TZVPD basis set.

Atoms and positions in Å:
1 O 1.569 -1.257 -0.169
2 O -1.629 -0.020 0.215
3 F 0.481 1.327 1.237
4 F -0.133 1.504 -1.302
5 Si -0.179 0.600 -0.038
6 H 1.601 -1.711 -0.984
7 H -1.710 -0.443 1.040

Output
HOMO level in Eh: -0.3675
Energy relative to the best compared isomer or geometry (same formula, charge and spin) in kcal per mole: 94.6
Electronic energy in Eh: -641.00533


9.
Computed, not measured: an isolated molecule of F2H2S2Si in a non-equilibrium geometry, with ωB97M-V with the def2-TZVPD basis set.

Atoms and positions in Å:
1 F -1.786 0.608 -0.532
2 F 0.484 1.782 -1.170
3 Si 0.226 0.577 -0.172
4 S 0.888 -1.311 -0.689
5 S 0.319 1.193 1.838
6 H 1.647 -0.972 -1.786
7 H -0.776 0.607 2.405

Output
HOMO level in Eh: -0.3890
Energy relative to the best compared isomer or geometry (same formula, charge and spin) in kcal per mole: 38.1
Electronic energy in Eh: -1286.92101
Structure (SMILES): F[Si](F)(S)S


10.
Computed, not measured: a structure of composition F2HLiOP in a non-equilibrium geometry, with ωB97M-V with the def2-TZVPD basis set.

Atoms and positions in Å:
1 O 0.910 -1.057 0.523
2 P 1.858 0.201 0.113
3 H 0.484 -1.574 -0.242
4 F 0.530 1.220 -0.181
5 F -2.539 1.072 -0.427
6 Li -1.243 0.138 0.214

Output
HOMO level (alpha / beta) in Eh: -0.3511 / -0.3535
2S+1: 2
Electronic energy in Eh: -624.50627


11.
Computed, not measured: a cluster of 2 separate species, F2HNS in total in a non-equilibrium geometry, with ωB97M-V with the def2-TZVPD basis set.

Atoms and positions in Å:
1 N 0.328 -0.202 0.469
2 F 0.682 1.594 -0.190
3 F 1.514 -0.781 0.295
4 S -0.803 -0.713 -0.567
5 H -1.721 0.102 -0.007

Output
HOMO level (alpha / beta) in Eh: -0.4053 / -0.3753
Energy relative to the best compared isomer or geometry (same formula, charge and spin) in kcal per mole: 101.4
Electronic energy in Eh: -653.06475


12.
Computed, not measured: an isolated molecule of F2HPS in a non-equilibrium geometry, with ωB97M-V with the def2-TZVPD basis set.

Atoms and positions in Å:
1 F 0.130 0.920 -1.335
2 F 0.146 0.879 1.215
3 P 0.003 -0.173 -0.037
4 S -1.669 -1.157 -0.046
5 H 1.389 -0.469 0.203

Output
HOMO level in Eh: -0.3873
Energy relative to the best compared isomer or geometry (same formula, charge and spin) in kcal per mole: 10.1
Electronic energy in Eh: -939.93076
Structure (SMILES): F[PH](F)=S


13.
Computed, not measured: a structure of composition F2Li2 in a non-equilibrium geometry, with ωB97M-V with the def2-TZVPD basis set.

Atoms and positions in Å:
1 Li 14.041 32.015 -11.668
2 Li 13.048 28.963 -11.475
3 F 14.115 30.294 -12.752
4 F 13.645 30.667 -9.999

Output
HOMO level in Eh: -0.3498
Energy relative to the best compared isomer or geometry (same formula, charge and spin) in kcal per mole: 8.0
Electronic energy in Eh: -214.89900


14.
Computed, not measured: a cluster of 2 separate species, F2N2O2 in total in a non-equilibrium geometry, with ωB97M-V with the def2-TZVPD basis set.

Atoms and positions in Å:
1 N 0.918 -0.117 0.221
2 N -1.002 0.228 0.299
3 O 1.270 0.877 -0.314
4 O 1.346 -1.063 0.703
5 F -1.004 1.055 -0.737
6 F -1.527 -0.979 -0.172

Output
HOMO level (alpha / beta) in Eh: -0.3836 / -0.3834
Energy relative to the best compared isomer or geometry (same formula, charge and spin) in kcal per mole: 10.4
Electronic energy in Eh: -459.43767


15.
Computed, not measured: an isolated molecule of F3H3SSi2 in a non-equilibrium geometry, with ωB97M-V with the def2-TZVPD basis set.

Atoms and positions in Å:
1 F 4.201 -0.141 1.301
2 F 3.668 1.162 -0.573
3 F 3.549 -1.314 -0.921
4 Si 0.775 -0.126 0.587
5 Si 3.178 -0.116 0.126
6 S -0.317 -1.645 -0.409
7 H 0.055 -0.212 1.872
8 H -0.049 0.961 0.170
9 H 0.601 -2.629 -1.000

Output
HOMO level in Eh: -0.3558
Energy relative to the best compared isomer or geometry (same formula, charge and spin) in kcal per mole: 23.6
Electronic energy in Eh: -1278.74452
Structure (SMILES): F[Si](F)(F)[SiH2]S


16.
Computed, not measured: a cluster of 2 separate species, F3H3SSi2 in total in a non-equilibrium geometry, with ωB97M-V with the def2-TZVPD basis set.

Atoms and positions in Å:
1 F 1.959 1.161 1.069
2 F 1.962 0.322 -1.235
3 F 2.283 -1.213 0.600
4 Si -1.064 -0.267 0.184
5 Si 1.333 -0.009 0.209
6 S -1.862 1.439 -0.737
7 H -1.605 -1.449 -0.494
8 H -1.339 -0.745 2.331
9 H -1.668 0.760 -1.928

Output
HOMO level in Eh: -0.3717
Energy relative to the best compared isomer or geometry (same formula, charge and spin) in kcal per mole: 53.3
Electronic energy in Eh: -1278.69718


17.
Computed, not measured: a cluster of 2 separate species, F3NO2S in total in a non-equilibrium geometry, with ωB97M-V with the def2-TZVPD basis set.

Atoms and positions in Å:
1 N -0.143 -0.509 1.031
2 O -0.061 1.931 0.182
3 O -1.817 -0.068 -1.930
4 F -0.838 -1.500 0.285
5 F 0.967 -1.101 1.482
6 F 1.786 0.574 -0.634
7 S 0.107 0.672 -0.416

Output
HOMO level in Eh: -0.4300
Energy relative to the best compared isomer or geometry (same formula, charge and spin) in kcal per mole: 150.0
Electronic energy in Eh: -902.60773


18.
Computed, not measured: a structure of composition F3NO3Pt3 in a non-equilibrium geometry, with ωB97M-V with the def2-TZVPD basis set.

Atoms and positions in Å:
1 Pt 6.666 -18.307 -19.465
2 Pt 10.636 -17.927 -19.531
3 Pt 9.375 -14.329 -19.027
4 N 9.591 -17.415 -16.144
5 O 8.422 -17.181 -16.108
6 O 10.019 -17.573 -14.978
7 O 10.043 -17.766 -17.396
8 F 6.240 -16.694 -17.844
9 F 8.631 -16.483 -19.552
10 F 11.103 -15.525 -19.312

Output
HOMO level (alpha / beta) in Eh: -0.6500 / -0.6280
Energy relative to the best compared isomer or geometry (same formula, charge and spin) in kcal per mole: 47.3
2S+1: 7
Electronic energy in Eh: -936.57770
Net charge: +2


19.
Computed, not measured: an isolated molecule of F3NOS2 in a non-equilibrium geometry, with ωB97M-V with the def2-TZVPD basis set.

Atoms and positions in Å:
1 N -2.970 -0.238 -0.212
2 O -0.113 -0.039 0.380
3 F 1.355 -1.874 0.651
4 F 1.620 -0.694 -1.241
5 F 1.607 1.430 -0.357
6 S -1.860 0.610 0.115
7 S 1.370 -0.262 0.280

Output
HOMO level in Eh: -0.3963
Energy relative to the best compared isomer or geometry (same formula, charge and spin) in kcal per mole: 39.6
Electronic energy in Eh: -1225.84555


20.
Computed, not measured: a cluster of 2 separate species, F3OS in total in a non-equilibrium geometry, with ωB97M-V with the def2-TZVPD basis set.

Atoms and positions in Å:
1 O -0.868 0.038 0.248
2 F 1.558 1.239 -0.154
3 F 1.309 -0.991 -0.462
4 F -2.705 -0.334 -0.188
5 S 0.705 0.048 0.556

Output
HOMO level (alpha / beta) in Eh: -0.7250 / -0.7530
Energy relative to the best compared isomer or geometry (same formula, charge and spin) in kcal per mole: 21.5
Electronic energy in Eh: -772.41474
Net charge: +1